Below is C16H34F3N2NaO6S as an isolated structure at a distorted geometry, with properties calculated with the ωB97M-V functional and the def2-TZVPD basis.

Structure (XYZ):
```
63
Properties=species:S:1:pos:R:3:mulliken_charge:R:1
Na -0.96690 0.25571 0.29454 0.930
C -1.44416 -2.68126 -3.53341 0.553
F -1.32051 -3.90061 -4.18488 -0.251
F -0.42052 -1.91522 -3.98529 -0.223
F -2.56425 -2.17245 -3.94056 -0.227
S -1.60346 -2.90980 -1.65845 0.999
O -2.94280 -3.48468 -1.40787 -0.615
O -0.52786 -3.80978 -1.29424 -0.742
O -1.47058 -1.55256 -1.06747 -0.655
C 3.29712 1.35209 -1.14589 -2.157
C 1.90390 0.78240 -1.20833 1.863
C 1.96914 -0.47899 -2.22877 -1.041
C 2.85898 -1.64675 -1.73136 -0.684
C 2.39176 -2.11258 -0.33679 -1.013
C 2.28769 -0.90023 0.66103 1.314
N 1.52028 0.27372 0.10647 1.349
O 1.59816 1.34105 0.99786 -0.413
C 1.47317 -1.48069 1.85485 -2.024
C 3.75085 -0.68657 1.27933 -1.928
C 0.89041 1.80802 -1.80446 -1.747
H 3.65955 1.45454 -2.16874 0.455
H 4.14193 0.89022 -0.63494 0.212
H 3.18713 2.37912 -0.79773 0.574
H 0.93456 -0.76484 -2.41856 0.033
H 2.48825 -0.25233 -3.16003 0.403
H 3.88537 -1.28892 -1.65021 0.344
H 2.86483 -2.48008 -2.43393 0.518
H 3.06808 -2.92311 -0.06523 0.457
H 1.43310 -2.54622 -0.62144 -0.014
H 1.27282 -0.66601 2.55073 0.455
H 0.50789 -1.93900 1.63969 0.159
H 2.08439 -2.20462 2.39376 0.515
H 4.46656 -0.71036 0.45756 0.443
H 3.91169 0.15417 1.95415 0.330
H 4.01143 -1.49764 1.95931 0.487
H 0.35484 2.31477 -1.00167 0.270
H 0.18351 1.39178 -2.52219 0.249
H 1.39039 2.52451 -2.45622 0.400
H 2.54670 1.48884 0.99194 0.295
C -2.33132 -2.24152 2.34244 -0.982
O -2.32316 -0.85832 2.01862 -0.119
C -2.31343 -0.11849 3.17877 -0.753
C -2.67599 1.33815 2.74780 -0.616
N -1.43939 1.91917 2.16831 -0.069
C -1.61881 3.21300 1.48399 -0.944
C -2.57262 3.13170 0.27961 -0.836
O -2.18132 2.13083 -0.60719 0.027
C -2.96672 2.19127 -1.81567 -1.029
H -3.14057 -2.51093 3.02115 0.345
H -1.39466 -2.59685 2.77199 0.371
H -2.41575 -2.86430 1.45187 0.243
H -1.35047 -0.18369 3.68528 0.299
H -3.00540 -0.49547 3.93188 0.578
H -3.11185 1.92073 3.55942 0.403
H -3.38896 1.31866 1.92353 0.280
H -0.74398 2.02511 2.89306 0.191
H -0.59061 3.32619 1.14037 0.319
H -1.90551 3.92900 2.25423 0.385
H -2.56087 4.12950 -0.15897 0.510
H -3.58803 3.02729 0.66190 0.551
H -2.82773 3.18817 -2.23398 0.379
H -4.05645 2.16737 -1.81472 0.355
H -2.56983 1.50777 -2.56627 0.238
```

The total energy is -55811.488 eV. As for the energy relative to the best compared isomer or geometry (same formula, charge and spin): 41.0 kcal per mole. Its spin multiplicity is 1. As for the highest occupied orbital energy: -8.928 eV. The HOMO-LUMO gap is 8.8207 eV. As for the max |F|: 0.069 Eh/bohr.

---

Below is C16H34F3N2NaO6S as an isolated structure at a distorted geometry, with properties calculated with the ωB97M-V functional and the def2-TZVPD basis.

Structure (XYZ):
```
63
Properties=species:S:1:pos:R:3:mulliken_charge:R:1
Na -0.21486 -0.44988 0.53318 0.677
C -2.26069 -1.09316 4.40676 0.586
F -1.47902 -2.19183 4.34696 -0.266
F -3.20722 -1.23356 3.44586 -0.242
F -2.88296 -1.09887 5.58912 -0.237
S -1.28570 0.43587 4.16129 1.207
O -0.39151 0.43676 5.27536 -0.674
O -0.64980 0.15233 2.88077 -0.778
O -2.27535 1.47160 4.11941 -0.701
C 0.31139 1.42445 -3.84466 -1.756
C 0.80811 0.85219 -2.50922 1.443
C 2.19229 1.39713 -2.18275 -0.653
C 2.19448 2.86039 -1.81343 -0.717
C 1.28251 3.07226 -0.60845 -1.252
C -0.13952 2.54545 -0.79506 1.346
N -0.03166 1.19499 -1.35566 1.069
O -1.32869 0.58839 -1.47916 -0.036
C -0.78665 2.51401 0.58063 -2.163
C -0.88513 3.53716 -1.72146 -1.511
C 0.89750 -0.64961 -2.60197 -1.799
H -0.73724 1.17990 -4.01614 0.310
H 0.94597 1.07542 -4.65741 0.446
H 0.38643 2.51147 -3.84586 0.331
H 2.56393 0.84789 -1.30761 -0.327
H 2.93010 1.16270 -2.95512 0.523
H 1.86346 3.51297 -2.62946 0.322
H 3.20531 3.20939 -1.59398 0.474
H 1.23179 4.12997 -0.33568 0.420
H 1.76196 2.60039 0.25736 0.194
H -0.82663 3.53754 0.95709 0.564
H -1.81666 2.15461 0.60206 0.347
H -0.19295 1.94162 1.29372 0.417
H -1.72705 3.09383 -2.26735 0.179
H -1.35651 4.32251 -1.12593 0.496
H -0.24140 4.03135 -2.44517 0.362
H 1.31365 -1.07242 -1.68109 0.095
H 1.58879 -0.93389 -3.40001 0.490
H -0.05825 -1.12468 -2.81982 0.399
H -1.82296 1.21713 -2.02364 0.208
C -3.54507 -1.35986 -0.58290 -0.989
O -2.35205 -1.72977 0.07809 0.116
C -2.29381 -3.11816 0.27650 -0.726
C -1.07538 -3.44424 1.11907 -0.341
N 0.17272 -2.88876 0.56198 -0.060
C 1.29956 -3.22720 1.45251 -0.924
C 2.51042 -2.33939 1.24007 -0.581
O 2.17068 -0.96868 1.26994 0.122
C 3.30754 -0.15462 1.23702 -0.985
H -3.60111 -1.74412 -1.60412 0.342
H -3.58871 -0.26999 -0.62585 0.161
H -4.42334 -1.64564 0.00741 0.375
H -2.23506 -3.66522 -0.67418 0.368
H -3.16711 -3.43173 0.85935 0.398
H -1.00819 -4.53126 1.27375 0.431
H -1.20985 -3.02181 2.11825 -0.111
H 0.35886 -3.37035 -0.31378 0.215
H 1.65666 -4.24175 1.23765 0.296
H 0.98804 -3.14559 2.49188 0.419
H 3.04059 -2.58040 0.30433 0.391
H 3.22919 -2.53246 2.04908 0.425
H 4.04405 -0.44963 2.00212 0.365
H 3.01831 0.85844 1.51839 0.146
H 3.82380 -0.16161 0.26995 0.352
```

The total energy is -55813.265 eV. As for the energy relative to the best compared isomer or geometry (same formula, charge and spin): 0.0 kcal per mole. Its spin multiplicity is 1. As for the highest occupied orbital energy: -8.734 eV. The HOMO-LUMO gap is 8.5925 eV. As for the max |F|: 0.029 Eh/bohr.

---

Below is a 3-piece molecular cluster, C16H34O11PS2 overall at a distorted geometry, with properties calculated with the ωB97M-V functional and the def2-TZVPD basis.

Structure (XYZ):
```
64
Properties=species:S:1:pos:R:3:mulliken_charge:R:1
C 3.30372 -2.78317 1.86708 -0.602
C 4.13961 -2.58459 0.88246 -0.356
C 3.99786 -1.33230 0.02173 -0.693
C 2.54180 -1.18704 -0.41527 0.232
C 2.27597 -0.63875 -1.84038 -0.653
O 0.86537 -0.57978 -1.91303 -0.508
P 0.13743 -0.52733 -0.31214 0.783
C -0.14850 1.35239 -0.49462 -0.819
C -1.24892 1.92374 0.40392 -0.671
C -2.67781 1.73577 -0.18245 -0.647
C -3.39692 0.64203 0.62273 -0.258
C -4.76221 0.23827 0.04088 -0.703
C -4.56063 -0.97948 -0.83568 -0.506
O -5.81045 -1.57128 -1.20551 -0.420
C -5.59590 -2.90760 -1.62017 -0.734
O 1.75978 -0.39511 0.39242 -0.474
H 2.97150 -3.79194 2.07700 0.228
H 2.90743 -1.96286 2.44087 0.253
H 4.90668 -3.31544 0.66795 0.348
H 4.25222 -0.48929 0.66916 0.273
H 4.69424 -1.33948 -0.81442 0.371
H 2.19004 -2.21649 -0.53283 0.285
H 2.64469 -1.42121 -2.51588 0.397
H 2.69903 0.35240 -2.04427 0.103
H -1.22669 -0.70551 -0.81668 -0.349
H -0.35809 -0.43855 1.04282 -0.314
H 0.14473 -1.97530 -0.17752 -0.038
H -0.47322 1.50845 -1.52294 0.191
H 0.77991 1.90133 -0.30745 0.480
H -1.11171 3.00514 0.47887 0.452
H -1.22579 1.52833 1.41790 0.122
H -3.23072 2.66871 -0.07929 0.389
H -2.59464 1.48344 -1.23782 0.296
H -3.53487 1.05193 1.61974 0.299
H -2.71538 -0.19968 0.65711 0.130
H -5.38509 -0.08166 0.87645 0.268
H -5.26646 1.04784 -0.48166 0.281
H -4.00561 -0.71229 -1.73584 0.315
H -3.98202 -1.69553 -0.25483 0.439
H -4.64893 -2.99526 -2.14947 0.335
H -6.38384 -3.20705 -2.31072 0.273
H -5.61698 -3.57928 -0.75977 0.264
C 1.58073 -1.72149 5.94462 -0.343
C 0.19725 -1.43594 6.49045 -0.401
O -0.15280 -0.16798 5.93492 -0.361
S 0.50613 -0.02276 4.46499 1.186
O -0.45526 -0.37015 3.49489 -0.508
O 1.22527 1.19503 4.42734 -0.621
O 1.54956 -1.24218 4.60230 -0.238
H 2.34625 -1.16555 6.49212 0.285
H 1.82346 -2.78144 5.95761 0.320
H 0.17751 -1.39076 7.57665 0.307
H -0.52844 -2.17553 6.14260 0.280
C 3.00290 2.58383 -4.24821 -0.199
C 1.62540 2.95987 -3.75597 -0.146
O 1.36166 4.23524 -4.37358 -0.338
S 2.06816 4.28978 -5.80586 1.108
O 1.11734 3.97140 -6.80805 -0.557
O 2.85260 5.46923 -5.87465 -0.554
O 3.03554 3.02641 -5.61600 -0.365
H 3.78286 3.11502 -3.69841 0.315
H 3.18406 1.51397 -4.19188 0.251
H 1.57613 3.03831 -2.67329 0.230
H 0.87304 2.24917 -4.10105 0.289
```

The total energy is -70620.757 eV. The net charge is -1. Its spin multiplicity is 1. As for the highest occupied orbital energy: -3.963 eV. The HOMO-LUMO gap is 6.1004 eV. As for the max |F|: 0.048 Eh/bohr.